(1)
Computed, not measured: a 2-piece molecular cluster, C4H5N2O2 overall, with the ωB97M-V functional and the def2-TZVPD basis.

Properties
net charge: -1
relative energy (zero: lowest compared OMol25 entry of this formula, charge and spin): 291.1 kJ/mol

Each line ends with the Mulliken charge.
Atoms and positions in Å:
C 0.33 1.34 -0.88  -0.30
C -2.16 -0.44 1.44  0.69
C 1.00 0.00 -1.21  -0.54
C 0.80 -0.62 0.23  -0.43
N -0.12 1.36 0.32  -0.41
N 0.09 0.34 1.05  -0.59
O -2.42 -0.05 2.47  -0.43
O -2.16 -1.10 0.51  -0.41
H 0.13 2.04 -1.71  0.35
H 0.40 -0.44 -1.94  0.20
H 2.07 -0.17 -1.35  0.34
H 0.24 -1.60 0.41  0.26
H 1.81 -0.66 0.66  0.27

***

(2)
Computed, not measured: a 2-piece molecular cluster, CH4N2O2 overall, with the ωB97M-V functional and the def2-TZVPD basis.

Properties
relative energy (zero: lowest compared OMol25 entry of this formula, charge and spin): 568.3 kJ/mol

Each line ends with the Mulliken charge.
Atoms and positions in Å:
C -0.73 -0.29 -1.04  0.08
N 1.40 -0.02 1.09  -0.46
N -0.84 -0.03 0.33  -0.26
O 0.08 -1.08 -1.51  -0.48
O -0.08 -0.51 1.29  -0.15
H -1.36 0.25 -1.67  0.38
H 1.80 -0.67 0.35  0.31
H 1.16 0.88 0.66  0.29
H -1.43 1.47 0.48  0.28

***

(3)
Computed, not measured: C38H34IrN4O4S3Te as an isolated structure, with the ωB97M-V functional and the def2-TZVPD basis.

Properties
expectation value of S²: 0.7536
multiplicity: 2
net charge: -2
total energy: -3555.54685 a.u.

Each line ends with the Mulliken charge.
Atoms and positions in Å:
Ir -1.07 0.83 0.02  1.71
C -0.88 4.80 0.64  -1.05
N -0.74 3.91 1.78  1.59
C 0.44 4.10 2.58  -1.00
C 1.76 3.87 1.85  -1.70
N 2.02 2.57 1.28  0.56
C 1.61 2.32 -0.07  -0.73
C 2.17 1.46 2.17  -0.87
C 3.47 1.27 2.64  -0.20
C 3.81 0.26 3.53  -0.82
C 2.81 -0.60 3.95  -0.57
C 1.52 -0.45 3.48  -1.06
C 1.15 0.58 2.60  1.38
S -0.60 0.71 2.33  -0.55
C -1.94 3.73 2.52  -0.61
C -2.11 4.34 3.76  -0.12
C -3.28 4.19 4.50  -0.78
C -4.31 3.43 3.98  -0.53
C -4.15 2.81 2.75  -0.84
C -2.98 2.93 2.00  0.52
S -2.95 2.13 0.43  -0.37
H -0.87 5.86 0.96  0.22
H -1.80 4.58 0.12  0.34
H -0.07 4.63 -0.08  0.22
H 0.38 3.40 3.42  0.57
H 0.50 5.13 3.00  0.34
H 2.55 4.09 2.59  0.38
H 1.88 4.60 1.05  0.61
H 2.12 1.44 -0.45  0.20
H 1.83 3.18 -0.71  0.39
H 0.52 2.13 -0.16  -0.06
H 4.23 1.95 2.27  0.44
H 4.83 0.14 3.86  0.35
H 3.04 -1.41 4.64  0.48
H 0.74 -1.13 3.80  0.37
H -1.31 4.95 4.16  0.31
H -3.37 4.68 5.46  0.36
H -5.23 3.29 4.54  0.33
H -4.93 2.18 2.36  0.41
O -7.34 -2.04 -3.65  -0.52
C -6.47 -1.44 -4.51  0.56
O -6.74 -1.45 -5.69  -0.61
C -5.26 -0.84 -3.93  1.20
C -5.01 -0.76 -2.56  -1.07
C -3.85 -0.20 -2.07  -1.14
C -2.89 0.29 -2.95  1.18
S -1.34 0.93 -2.38  -0.58
C -3.13 0.23 -4.33  -0.51
C -4.30 -0.33 -4.81  -0.78
H -6.98 -1.99 -2.76  0.28
H -5.73 -1.11 -1.82  0.16
H -3.67 -0.16 -1.00  0.20
H -2.40 0.65 -5.01  0.45
H -4.49 -0.38 -5.88  0.40
O -1.80 -2.10 -0.66  -0.71
C -0.59 -2.00 -0.72  -0.28
N 0.20 -3.04 -1.15  -0.02
C 1.60 -2.76 -0.95  3.61
C 1.51 -1.28 -0.45  -1.15
O 2.52 -0.65 -0.22  -0.76
N 0.22 -0.90 -0.39  0.35
C 2.21 -3.69 0.08  -0.99
C 2.29 -5.05 -0.23  0.06
C 2.79 -5.96 0.68  -0.96
C 3.22 -5.52 1.93  -0.35
C 3.15 -4.17 2.24  -0.94
C 2.64 -3.26 1.32  0.56
C 2.39 -2.74 -2.25  -0.76
C 3.77 -2.91 -2.24  -0.19
C 4.50 -2.79 -3.42  -0.89
C 3.86 -2.50 -4.61  -0.36
C 2.49 -2.32 -4.62  -0.82
C 1.76 -2.44 -3.45  -0.41
H -0.17 -3.97 -1.15  0.30
H 1.98 -5.39 -1.21  0.42
H 2.85 -7.01 0.42  0.36
H 3.62 -6.23 2.65  0.38
H 3.48 -3.81 3.21  0.41
H 2.60 -2.21 1.57  0.14
H 4.28 -3.11 -1.31  0.46
H 5.58 -2.92 -3.39  0.38
H 4.43 -2.40 -5.53  0.38
H 1.98 -2.07 -5.55  0.40
H 0.69 -2.28 -3.46  0.47
Te -1.31 3.18 -3.35  -0.52

***

Number 1: strongest force on any atom 0.081 Eh/bohr. Number 2: strongest force on any atom 0.098 Eh/bohr. Number 3: strongest force on any atom 0.021 Eh/bohr.